Entry 1:
21
Properties=species:S:1:pos:R:3:forces:R:3 method="wB97M-V/def2-TZVPD" lumo_energy_ev=-4.144 homo_energy_ev=-12.11 homo_lumo_gap_ev=7.97 charge=+1 total_energy_ev=-18432.5790
C -1.606 -0.729 0.653 -5.6860 2.0912 0.9482
C 1.791 1.410 -1.719 -0.3469 2.3161 -0.1573
C 2.624 -2.933 -0.617 -1.3409 -1.1864 -2.2607
C -2.805 2.456 0.392 -2.0708 3.0695 0.6475
N 2.322 -1.833 -0.108 -1.2391 0.2422 -0.2929
N -2.755 -0.450 0.874 2.5574 -0.9994 -1.6074
N 3.183 -1.122 0.625 -0.4221 3.1830 1.5929
N -3.728 0.367 1.215 -1.7241 3.3800 1.7334
O 1.628 2.543 -1.782 -0.1188 0.6758 -0.1451
O -0.556 -1.128 0.411 3.7764 -1.3079 -0.6456
O 1.955 0.286 -1.620 0.3487 -2.6840 0.1103
O -3.349 1.775 1.520 1.1267 -2.1282 -0.5123
H 1.978 -3.449 -1.323 -0.5594 0.2188 0.6247
H 3.589 -3.305 -0.621 1.9306 -0.4648 0.6126
H -2.451 3.419 0.875 -0.3736 -0.9732 -0.6884
H -3.662 2.761 -0.307 1.2618 -0.6009 0.6302
H -1.965 2.085 -0.149 0.5527 -1.0892 -0.1720
H 1.300 -1.446 -0.216 2.1097 -0.5863 0.5551
H 4.225 -1.130 0.617 -1.3756 -0.8966 -0.8108
H 2.803 -0.164 0.684 0.7102 -0.8141 0.3042
H -4.522 0.588 0.596 0.8831 -1.4456 -0.4666

***

Entry 2:
25
Properties=species:S:1:pos:R:3:forces:R:3 method="wB97M-V/def2-TZVPD" lumo_energy_ev=0.739 homo_energy_ev=-8.93 homo_lumo_gap_ev=9.67 charge=0 total_energy_ev=-13084.4920
C -2.831 1.542 -0.332 0.0789 0.2567 0.0041
N -2.739 0.108 -0.531 -0.1930 -0.1910 0.0314
C -1.688 -0.411 -1.387 0.1709 0.0293 -0.2573
C -1.661 -0.645 0.084 -0.0305 -0.1059 0.0922
C -0.593 -0.002 0.949 -0.0715 0.0406 -0.3268
C 0.581 -0.938 1.099 1.8686 1.0244 1.6484
C 1.910 -0.585 1.018 -2.0163 -0.2596 1.4995
C 2.468 0.783 0.735 -0.2644 -0.2069 -0.7379
O 3.494 0.732 -0.238 0.3280 0.1607 0.0051
H -1.866 2.071 -0.415 -0.2084 -0.0903 0.0069
H -3.509 1.961 -1.088 0.1742 -0.1288 0.2080
H -3.256 1.748 0.660 0.0948 -0.0632 -0.2637
H -1.964 -1.211 -2.079 0.0382 0.2727 0.1967
H -0.962 0.309 -1.782 -0.1551 -0.1907 0.1107
H -1.973 -1.631 0.444 0.0423 0.2607 -0.0903
H -0.279 0.956 0.520 -0.0834 -0.2345 0.1114
H -1.019 0.207 1.944 0.1474 -0.0379 -0.1999
H 0.361 -1.846 1.672 0.0537 -0.1090 -0.6906
H 2.651 -1.316 1.360 -0.2167 0.1333 -0.3603
H 1.678 1.479 0.411 0.1526 -0.1590 0.1792
H 2.916 1.191 1.654 -0.1047 -0.1933 -0.1993
H 3.163 0.214 -0.989 -0.1320 0.0401 0.2790
O 1.867 -1.220 -1.417 -3.2684 -0.8471 1.0629
H 0.965 -1.411 -0.817 3.5806 0.7347 -2.2294
H 2.286 -2.084 -1.476 0.0142 -0.1359 -0.0799

***

- Among the records above, which one has the highest charge?
  C4H9N4O4

***

- Which of these has the lowest charge?
  C7H15NO2